ORCA calculation (wB97M-V/def2-TZVPD) on C5H11NO2 as an isolated structure.

As for the HOMO-LUMO gap: 9.14 eV. The value obtained for the energy above the lowest of the compared OMol25 structures with the same formula, charge and spin is 100.05 kcal per mole. As for the highest occupied orbital energy: -8.41 eV.

CARTESIAN COORDINATES (ANGSTROEM)
O1 2.004350 0.617790 2.866068
O2 1.096944 -0.276399 -1.523960
N1 -1.187563 -0.307245 -1.551314
C1 2.122731 -1.117773 1.155959
C2 1.596875 0.025947 1.936231
C3 0.020961 0.336152 -1.325369
C4 0.039798 0.619011 0.940328
C5 -2.463556 0.351080 -1.414013
H1 -2.376346 1.383271 -1.762020
H2 3.137524 -1.348302 1.484465
H3 -0.408633 -0.359327 1.113576
H4 -2.826355 0.360693 -0.379107
H5 -3.202404 -0.145149 -2.049388
H6 -0.058141 1.410213 -1.601090
H7 1.470747 -1.979970 1.287773
H8 0.764620 1.316029 0.552944
H9 2.034133 -0.868247 0.072512
H10 -1.161891 -1.293926 -1.330289
H11 -0.603794 1.276153 1.526695

Cartesian forces, eV/Å:
O 0.415 -0.073 0.328
O -1.524 1.043 1.096
N 0.559 0.149 0.662
C 0.312 0.030 -0.450
C -2.561 1.136 -1.016
C 0.724 -1.447 -4.199
C 1.366 0.163 4.886
C -0.102 0.136 0.095
H 0.004 -0.085 0.069
H -0.055 -0.085 -0.126
H 0.463 -0.012 -1.925
H -0.044 0.036 -0.076
H 0.094 0.054 0.124
H 0.003 -0.143 0.912
H -0.059 -0.070 0.188
H -0.050 -0.854 -1.636
H 0.319 -0.122 0.743
H 0.036 0.054 -0.166
H 0.102 0.090 0.493

Charges computed using natural (NBO), reported in e: atom 1 (O): -0.51, atom 2 (O): -0.68, atom 3 (N): -0.62, atom 4 (C): -0.79, atom 5 (C): 0.70, atom 6 (C): 0.53, atom 7 (C): -0.91, atom 8 (C): -0.41, atom 9 (H): 0.20, atom 10 (H): 0.24, atom 11 (H): 0.28, atom 12 (H): 0.18, atom 13 (H): 0.21, atom 14 (H): 0.13, atom 15 (H): 0.24, atom 16 (H): 0.30, atom 17 (H): 0.31, atom 18 (H): 0.38, atom 19 (H): 0.22

ORCA calculation (wB97M-V/def2-TZVPD) on a 2-piece molecular cluster, C5H11NO2 overall.

Its spin multiplicity is 2. As for the HOMO-LUMO gap (spin up / spin down): 8.57 / 4.95 eV. As for the net charge: +1. The value obtained for the energy above the lowest of the compared OMol25 structures with the same formula, charge and spin is 58.06 kcal per mole. As for the highest occupied orbital energy (spin up / spin down): -13.70 / -13.67 eV.

CARTESIAN COORDINATES (ANGSTROEM)
O1 -0.705937 0.162334 1.956137
O2 -2.099183 2.031365 0.215008
N1 0.103949 -2.726809 -0.003223
C1 -0.135927 -1.315715 0.210579
C2 0.881211 -0.336567 -0.409916
C3 0.881893 2.033796 -1.240632
C4 0.254619 0.799704 -1.086279
C5 -0.242147 -0.909865 1.670477
H1 1.931362 2.186964 -0.998266
H2 1.576004 -0.797104 -1.126234
H3 -2.172785 2.797267 0.794608
H4 1.594081 0.057857 0.321614
H5 0.302050 2.866586 -1.614490
H6 0.475230 -3.226676 0.790611
H7 -1.635194 1.345066 0.728292
H8 0.640216 -2.912024 -0.835809
H9 0.146184 -1.592121 2.451435
H10 -1.108429 -1.081960 -0.224683
H11 -0.687197 0.617893 -1.599234

Cartesian forces, eV/Å:
O 0.089 0.013 0.043
O 0.634 -0.380 -0.353
N 0.117 0.396 0.208
C 0.138 -0.636 -0.406
C 0.127 0.627 0.572
C -0.231 0.296 -0.004
C 0.249 -0.492 -0.431
C -0.203 0.003 0.099
H -0.149 -0.068 0.075
H -0.209 -0.275 -0.388
H -0.017 -0.028 0.072
H 0.063 -0.088 0.177
H 0.060 0.088 -0.058
H 0.145 0.005 -0.003
H -0.379 0.328 0.328
H 0.021 -0.222 0.025
H -0.089 -0.011 -0.145
H -0.244 0.164 0.027
H -0.123 0.281 0.162

Charges computed using natural (NBO), reported in e: atom 1 (O): -0.52, atom 2 (O): -0.93, atom 3 (N): -0.82, atom 4 (C): -0.15, atom 5 (C): -0.53, atom 6 (C): -0.05, atom 7 (C): 0.12, atom 8 (C): 0.46, atom 9 (H): 0.22, atom 10 (H): 0.32, atom 11 (H): 0.49, atom 12 (H): 0.26, atom 13 (H): 0.24, atom 14 (H): 0.38, atom 15 (H): 0.49, atom 16 (H): 0.38, atom 17 (H): 0.16, atom 18 (H): 0.22, atom 19 (H): 0.25